85
Properties=species:S:1:pos:R:3:lowdin_charge:R:1 method="wB97M-V/def2-TZVPD" charge=-2 spin_multiplicity=3 energy_ha=-4519.22297 relative_energy_kcal_mol=41.7
H 2.8749 2.9530 4.8193 0.058
H -2.1949 -5.4921 1.9211 0.118
H -0.0546 -4.4840 2.7313 0.077
H -1.6277 3.2803 0.7325 0.076
F 0.4761 1.9651 -0.1443 -0.033
H 1.7709 -4.8634 0.4167 0.167
C 1.2866 -2.6833 -2.6091 -0.159
C 0.1586 1.4539 -2.4342 -0.340
N 0.8826 -4.3845 0.3531 0.207
H 1.4247 1.1408 3.9339 0.055
H -3.0694 2.4417 1.3623 0.076
C 2.0162 -0.4860 -4.5085 -0.174
O 1.9071 -2.5648 1.1926 -0.049
H 2.8928 -0.2276 -3.9223 0.020
H 0.8903 2.6909 3.2444 0.108
O 1.9506 1.4890 1.9783 -0.410
C 0.2798 3.7857 -1.6130 -0.039
H -4.1942 -2.0398 0.4159 0.070
H -3.2172 -1.5690 1.8320 0.072
H 3.8167 1.9343 3.7097 0.058
O -2.2023 -2.2206 -0.7014 -0.080
H 2.2947 -1.2788 -5.1986 0.006
C -0.1106 2.0202 -3.7075 -0.067
H -3.8674 0.3300 -3.4463 0.081
C -0.9085 -1.5287 -4.4096 -0.167
C 4.7354 -1.3086 3.9572 -0.089
O -2.5857 -0.1186 -1.9602 -0.330
N 0.2809 0.1599 -2.1404 -0.150
N -0.1194 -2.2805 0.1635 0.011
H 1.9758 -2.4901 -1.7905 -0.002
H -3.1637 -5.3016 -2.6649 0.069
H 4.1423 -1.8292 1.9383 0.086
C 0.9130 -3.0026 0.6118 -0.558
H -2.8043 1.6770 -2.9476 0.078
H 5.7953 -1.4988 3.7961 0.061
C -3.9661 -1.2317 1.1129 -0.150
H 3.2187 3.5027 3.1606 0.065
H -0.7757 -2.8686 2.6531 -0.017
O 2.6986 -0.7235 2.8749 -0.373
H 4.2745 -2.1889 4.3973 0.067
H 1.8266 -3.2302 -3.3819 0.024
H -1.4121 -4.0682 3.7733 0.073
C 4.0593 -0.9851 2.6319 -0.378
C 2.9911 2.6391 3.7837 -0.085
C 1.7202 1.9687 3.2746 -0.381
H 0.0741 5.3550 -3.0741 0.074
P 1.7493 -0.1424 1.6617 -0.018
H -4.1840 1.1953 -1.9189 0.078
H -1.2415 -0.7199 -5.0548 0.006
O -2.2509 1.6990 -0.3771 -0.355
C -1.9788 -4.4319 1.7368 -0.155
O -3.5150 -0.1022 0.4210 -0.297
C -1.5212 -4.3210 0.2538 -0.277
P -2.0898 0.0263 -0.4270 0.826
S 2.8059 -0.1712 -0.0838 0.332
V 0.1929 -0.3339 -0.0578 0.127
H -3.5756 -4.4574 -0.3790 0.111
C 0.0743 4.2878 -2.8935 -0.145
H -1.7384 -1.7744 -3.7556 -0.002
C -2.3541 -4.8367 -2.1021 -0.079
C -2.6294 -4.9494 -0.6104 -0.186
H -2.9118 -3.8719 1.8368 0.105
H 4.5332 -0.1132 2.1592 0.087
C -0.2362 -5.1116 0.0932 -0.413
C -1.2763 -2.8564 -0.1347 -0.391
C -3.4034 0.8335 -2.5924 -0.131
H -2.2832 -3.7889 -2.3816 0.059
H 0.4838 -3.3227 -2.2543 0.004
C 0.3020 2.4300 -1.4221 -0.212
Si 0.6011 -1.0434 -3.3118 0.452
H -2.7062 -6.0048 -0.3338 0.111
C -2.0929 2.3026 0.8846 -0.167
H 1.7491 0.3871 -5.0950 -0.001
H -1.4640 1.6969 1.5510 0.023
C -0.1436 3.3812 -3.9221 -0.141
O -0.1789 -6.3070 -0.1948 0.051
H -0.3494 3.7557 -4.9214 0.085
C -0.9895 -3.9306 2.7787 -0.092
H 4.6262 -0.4802 4.6550 0.060
S -0.0899 -0.4485 2.5552 0.363
H 0.4353 4.4390 -0.7635 0.111
H -0.3121 1.3508 -4.5295 0.079
H -1.4214 -5.3361 -2.3523 0.072
H -0.6914 -2.3906 -5.0355 0.011
H -4.8813 -0.9367 1.6394 0.081